Entry 1:
Computed, not measured: C11H41N21O14S2 as an isolated structure in a non-equilibrium geometry, with the ωB97M-V functional and the def2-TZVPD basis.

```
89
Properties=species:S:1:pos:R:3:forces:R:3
O 1.532 1.489 1.619 -7.3 4.8 -6.7
C 0.575 2.098 0.868 2.2 -0.3 5.6
N -0.481 2.974 0.587 7.5 -2.8 0.8
O -1.587 2.267 0.901 -3.6 -1.6 0.5
S -2.663 3.181 1.875 -3.3 3.9 -1.1
O -3.563 4.103 1.011 3.4 -3.7 2.5
O -3.754 1.983 2.506 1.9 0.3 -2.9
S -3.946 0.919 1.143 -2.1 -0.2 0.0
H -5.134 1.420 0.536 1.4 -0.3 1.0
C -2.745 -2.906 0.730 0.4 0.5 0.8
O -3.718 -2.566 0.074 -0.9 -0.1 -0.7
N -1.885 -3.853 0.317 0.5 -0.9 -0.8
N -2.448 -2.363 1.924 -0.4 0.6 0.3
H -1.079 -4.147 0.843 -0.2 0.1 0.0
H -2.073 -4.288 -0.577 0.2 -0.2 0.1
H -3.070 -1.645 2.272 0.3 -0.3 -0.1
H -1.652 -2.629 2.478 -0.1 0.1 0.2
C 3.483 5.473 -1.068 -0.1 0.7 -0.5
O 3.757 6.469 -1.717 0.1 0.1 -0.1
N 2.471 5.438 -0.182 -0.9 0.4 1.0
N 4.168 4.320 -1.179 1.1 -1.1 -0.5
H 2.229 4.626 0.362 -0.1 0.1 -0.3
H 1.930 6.285 -0.067 0.0 0.0 0.0
H 4.938 4.304 -1.835 -0.3 0.0 0.3
H 3.957 3.489 -0.653 0.0 0.1 -0.1
C 4.955 3.953 3.134 0.6 0.0 0.4
O 5.872 3.713 3.903 0.1 -0.1 0.1
N 3.715 3.458 3.303 -1.2 -0.7 0.6
N 5.102 4.733 2.048 0.6 0.8 -0.9
H 2.947 3.644 2.680 0.1 -0.1 0.2
H 3.562 2.866 4.108 0.0 0.2 -0.4
H 6.020 5.126 1.883 -0.4 -0.1 0.0
H 4.359 4.942 1.403 0.1 0.1 0.1
C 2.656 9.460 0.317 -0.2 -0.4 -0.4
O 1.688 8.721 0.233 -0.2 -0.3 0.1
N 3.445 9.748 -0.734 0.4 0.1 -1.2
N 3.021 10.051 1.469 0.0 0.4 1.5
H 4.246 10.354 -0.684 -0.2 -0.2 0.0
H 3.205 9.323 -1.620 0.2 0.0 0.3
H 2.454 9.861 2.285 0.3 0.1 -0.3
H 3.815 10.663 1.558 -0.2 -0.1 0.0
C 0.876 0.672 -2.559 -0.5 -0.7 0.0
O 0.661 1.488 -1.676 0.1 0.6 0.7
N 1.909 0.779 -3.413 1.3 0.6 -0.6
N 0.097 -0.408 -2.756 -0.5 -0.3 0.4
H 2.102 0.117 -4.145 -0.1 0.1 0.1
H 2.520 1.578 -3.299 -0.3 -0.3 -0.1
H -0.692 -0.526 -2.134 0.3 0.0 -0.3
H 0.258 -1.091 -3.477 -0.3 -0.1 -0.2
C -1.612 -3.170 -4.963 -0.4 -0.1 -0.1
O -0.615 -2.477 -4.829 0.8 0.5 0.2
N -1.834 -4.274 -4.227 0.4 -0.8 0.8
N -2.576 -2.892 -5.859 -0.3 0.7 -1.0
H -2.649 -4.857 -4.323 0.0 0.2 0.1
H -1.133 -4.519 -3.541 -0.4 0.0 -0.2
H -2.447 -2.069 -6.434 0.0 -0.3 0.3
H -3.403 -3.450 -5.984 -0.1 0.1 0.2
C -0.018 -2.011 4.892 0.5 -0.1 -0.1
O -0.925 -2.445 4.200 -0.4 -0.2 -0.1
N -0.232 -1.222 5.961 -0.8 0.7 0.9
N 1.277 -2.281 4.648 0.6 -0.4 -0.5
H 0.501 -0.855 6.543 -0.1 -0.1 -0.1
H -1.193 -0.994 6.179 0.4 -0.1 -0.1
H 1.483 -2.872 3.853 0.0 0.3 0.4
H 2.038 -1.933 5.207 0.1 -0.2 -0.2
C -3.696 -6.573 -1.169 -0.1 0.2 0.2
O -2.663 -6.109 -1.625 0.5 0.2 -0.3
N -4.490 -5.890 -0.326 -0.4 0.9 0.6
N -4.132 -7.809 -1.470 0.0 -1.4 -0.7
H -5.345 -6.255 0.060 0.2 0.0 -0.1
H -4.198 -4.955 -0.073 -0.2 0.0 0.0
H -3.564 -8.358 -2.102 -0.3 0.2 0.3
H -4.980 -8.209 -1.105 0.2 0.1 -0.1
C -6.318 -3.622 -4.645 0.2 0.0 0.2
O -5.309 -3.970 -5.239 0.3 -0.2 -0.3
N -6.368 -3.503 -3.306 0.4 -0.1 1.1
N -7.469 -3.328 -5.276 -0.9 0.2 -1.1
H -7.189 -3.218 -2.798 0.2 0.0 -0.1
H -5.522 -3.715 -2.792 -0.2 0.2 0.0
H -7.474 -3.405 -6.284 0.0 0.1 0.4
H -8.309 -3.040 -4.804 0.2 0.0 -0.1
C 5.039 -3.003 3.798 -0.1 0.3 0.4
O 4.445 -2.601 4.786 -0.3 0.1 0.2
N 6.208 -2.478 3.388 1.1 0.8 0.0
N 4.578 -4.007 3.031 -0.9 -1.1 -0.5
H 6.712 -2.795 2.577 -0.1 0.1 0.2
H 6.590 -1.719 3.938 -0.1 -0.3 -0.2
H 3.701 -4.431 3.305 0.4 0.1 -0.1
H 5.053 -4.352 2.214 -0.1 0.1 0.2
```
Positions in Å, forces in eV/Å.

Charge ... 0
HOMO level ... -9.34 eV
Maximum force ... 11.016 eV/A

In the Mulliken picture, each atom carries the following charge in e: atom 1 (O): -0.456, atom 2 (C): 0.834, atom 3 (N): -0.437, atom 4 (O): 0.040, atom 5 (S): 0.681, atom 6 (O): -0.491, atom 7 (O): -0.316, atom 8 (S): -0.048, atom 9 (H): 0.161, atom 10 (C): 0.762, atom 11 (O): -0.716, atom 12 (N): -0.246, atom 13 (N): -0.210, atom 14 (H): 0.126, atom 15 (H): 0.139, atom 16 (H): 0.153, atom 17 (H): 0.176, atom 18 (C): 0.576, atom 19 (O): -0.670, atom 20 (N): -0.193, atom 21 (N): -0.312, atom 22 (H): 0.025, atom 23 (H): 0.188, atom 24 (H): 0.205, atom 25 (H): 0.174, atom 26 (C): 0.586, atom 27 (O): -0.682, atom 28 (N): -0.249, atom 29 (N): -0.270, atom 30 (H): 0.116, atom 31 (H): 0.183, atom 32 (H): 0.169, atom 33 (H): 0.144, atom 34 (C): 0.676, atom 35 (O): -0.685, atom 36 (N): -0.364, atom 37 (N): -0.398, atom 38 (H): 0.161, atom 39 (H): 0.225, atom 40 (H): 0.222, atom 41 (H): 0.155, atom 42 (C): 0.588, atom 43 (O): -0.645, atom 44 (N): -0.368, atom 45 (N): -0.193, atom 46 (H): 0.162, atom 47 (H): 0.212, atom 48 (H): 0.119, atom 49 (H): 0.193, atom 50 (C): 0.606, atom 51 (O): -0.767, atom 52 (N): -0.262, atom 53 (N): -0.334, atom 54 (H): 0.175, atom 55 (H): 0.140, atom 56 (H): 0.201, atom 57 (H): 0.253, atom 58 (C): 0.668, atom 59 (O): -0.774, atom 60 (N): -0.410, atom 61 (N): -0.212, atom 62 (H): 0.172, atom 63 (H): 0.216, atom 64 (H): 0.076, atom 65 (H): 0.164, atom 66 (C): 0.755, atom 67 (O): -0.642, atom 68 (N): -0.321, atom 69 (N): -0.429, atom 70 (H): 0.168, atom 71 (H): 0.032, atom 72 (H): 0.234, atom 73 (H): 0.152, atom 74 (C): 0.656, atom 75 (O): -0.705, atom 76 (N): -0.312, atom 77 (N): -0.413, atom 78 (H): 0.164, atom 79 (H): 0.157, atom 80 (H): 0.231, atom 81 (H): 0.158, atom 82 (C): 0.684, atom 83 (O): -0.662, atom 84 (N): -0.400, atom 85 (N): -0.383, atom 86 (H): 0.158, atom 87 (H): 0.228, atom 88 (H): 0.210, atom 89 (H): 0.168

Entry 2:
Computed, not measured: one molecule with the formula C5H10O, with the ωB97M-V functional and the def2-TZVPD basis.

```
16
Properties=species:S:1:pos:R:3:forces:R:3
C -0.843 -0.452 -2.096 -0.1 0.0 -0.1
C 0.206 -0.147 -1.024 0.1 0.1 0.0
C 0.028 -1.051 0.169 0.0 0.0 0.1
C -0.055 -0.833 1.485 0.0 -0.2 -0.1
O 0.061 0.283 2.247 0.0 0.0 0.0
C 0.558 1.475 1.678 0.1 0.2 -0.1
H -1.853 -0.285 -1.707 0.1 0.0 -0.1
H -0.710 0.180 -2.981 0.0 -0.1 0.1
H -0.780 -1.498 -2.417 0.0 0.2 0.0
H 1.207 -0.297 -1.455 -0.2 0.0 0.1
H 0.140 0.909 -0.752 0.0 -0.2 -0.1
H -0.089 -2.104 -0.089 0.0 0.1 0.1
H -0.246 -1.676 2.145 0.0 0.1 -0.1
H -0.206 1.990 1.081 0.1 -0.1 0.1
H 0.841 2.114 2.517 0.0 -0.1 -0.1
H 1.441 1.282 1.056 -0.1 0.0 0.1
```
Positions in Å, forces in eV/Å.

SMILES ... CC/C=C\OC
Charge ... 0
Energy relative to the best compared isomer or geometry (same formula, charge and spin) ... 30.67 kcal/mol
HOMO level ... -8.58 eV
Maximum force ... 0.272 eV/A

In the Mulliken picture, each atom carries the following charge in e: atom 1 (C): -1.269, atom 2 (C): -0.027, atom 3 (C): -0.163, atom 4 (C): -0.270, atom 5 (O): -0.392, atom 6 (C): -0.793, atom 7 (H): 0.336, atom 8 (H): 0.328, atom 9 (H): 0.317, atom 10 (H): 0.224, atom 11 (H): 0.223, atom 12 (H): 0.248, atom 13 (H): 0.340, atom 14 (H): 0.299, atom 15 (H): 0.246, atom 16 (H): 0.355

Entry 3:
Computed, not measured: a 5-piece molecular cluster, C21H32Br2FO16P overall in a non-equilibrium geometry, with the ωB97M-V functional and the def2-TZVPD basis.

```
73
Properties=species:S:1:pos:R:3:forces:R:3
C 0.854 3.278 1.151 -0.5 0.4 -0.3
C -0.247 3.989 1.907 0.2 -0.4 -1.2
Br -1.674 4.695 0.848 0.7 -0.3 0.3
C -0.222 4.119 3.214 -0.9 0.5 0.2
Br -1.602 5.080 4.117 0.8 -0.4 0.3
O 0.828 3.562 3.918 0.6 -0.7 0.6
P 0.509 2.059 4.446 -1.7 0.1 0.6
O -0.866 1.988 4.866 -1.3 -0.2 0.3
O 1.517 1.840 5.661 0.7 0.0 -1.1
O 0.735 0.943 3.312 1.5 0.8 0.8
C 2.089 0.500 3.140 0.7 -0.7 -1.4
C 2.124 -0.340 1.855 -1.4 -0.1 0.4
F 3.284 -1.081 1.827 0.2 0.0 0.0
H 0.453 2.644 0.360 -0.1 0.1 0.1
H 1.467 2.661 1.795 0.0 0.1 0.0
H 1.488 4.017 0.660 0.0 0.0 0.0
H 1.857 0.932 5.665 0.0 0.2 0.2
H 2.420 -0.172 3.941 -0.2 0.2 0.1
H 2.813 1.312 3.000 -0.3 0.2 0.4
H 1.248 -1.016 1.904 0.5 0.1 -0.2
H 2.039 0.279 0.960 0.2 -0.1 0.0
C -1.255 -4.364 3.612 0.3 0.3 0.2
C -1.785 -3.691 2.369 0.2 -0.4 0.6
C -2.134 -4.649 1.260 -0.4 0.0 -0.1
O -1.925 -3.850 0.089 0.2 0.1 0.2
C -1.004 -2.906 0.406 0.0 0.1 0.0
O -0.468 -2.201 -0.384 0.1 0.1 0.0
O -0.774 -2.876 1.750 -0.3 -0.1 -0.5
H -1.093 -3.629 4.401 -0.1 0.0 0.0
H -1.953 -5.117 3.978 0.0 0.0 -0.1
H -0.291 -4.835 3.416 -0.1 -0.1 -0.1
H -2.631 -3.046 2.622 0.0 0.0 -0.1
H -3.165 -4.991 1.311 0.0 0.0 -0.2
H -1.474 -5.514 1.215 0.1 0.1 0.1
C -5.277 4.636 -3.677 -0.1 0.2 0.3
C -3.868 5.090 -3.976 -0.6 -0.3 0.0
C -2.942 3.983 -4.415 0.1 -0.1 -0.3
O -1.667 4.458 -3.968 -0.1 0.1 0.1
C -1.893 5.281 -2.908 0.0 0.0 0.1
O -1.047 5.690 -2.185 0.0 0.2 -0.2
O -3.215 5.565 -2.789 0.3 -0.1 -0.2
H -5.909 5.492 -3.442 0.0 0.0 -0.1
H -5.709 4.112 -4.530 0.1 0.0 0.0
H -5.296 3.980 -2.806 0.1 -0.1 -0.1
H -3.881 5.907 -4.703 0.1 0.0 0.0
H -2.941 3.840 -5.493 0.2 0.0 0.0
H -3.149 3.028 -3.927 -0.1 0.1 0.1
C 1.364 -9.510 -0.785 -0.3 -0.1 -0.3
C 0.670 -8.402 -0.030 0.4 -0.4 -0.3
C 1.035 -8.326 1.431 0.2 0.2 0.2
O -0.150 -7.768 2.012 -0.1 -0.1 -0.2
C -1.192 -8.108 1.206 -0.1 -0.1 -0.1
O -2.336 -7.966 1.493 0.0 0.1 0.0
O -0.748 -8.628 0.035 0.0 0.3 0.3
H 1.115 -9.461 -1.845 0.1 0.0 0.0
H 2.446 -9.437 -0.680 0.0 0.1 0.0
H 1.034 -10.487 -0.428 0.1 0.0 0.2
H 0.836 -7.444 -0.530 0.0 0.0 0.1
H 1.892 -7.682 1.616 -0.1 0.1 0.1
H 1.218 -9.304 1.883 0.0 -0.1 -0.1
C 4.082 5.482 -4.187 0.3 -0.3 0.0
C 2.950 4.624 -3.674 0.4 0.4 -0.1
C 2.052 5.313 -2.681 -0.4 0.3 -0.1
O 1.579 4.225 -1.886 0.2 -0.1 -0.1
C 2.513 3.252 -1.938 0.1 -0.1 0.0
O 2.515 2.292 -1.236 0.2 -0.1 0.0
O 3.445 3.519 -2.894 -0.4 -0.1 0.2
H 4.645 4.949 -4.954 0.0 0.0 0.0
H 3.705 6.410 -4.617 -0.1 0.0 0.0
H 4.784 5.717 -3.386 -0.1 0.1 0.1
H 2.377 4.217 -4.511 -0.1 0.0 0.1
H 1.220 5.826 -3.154 -0.1 -0.1 0.2
H 2.583 6.015 -2.032 0.1 0.0 -0.1
```
Positions in Å, forces in eV/Å.

SMILES ... C/C(Br)=C(/Br)O[P@](=O)(O)OCCF.C[C@@H]1COC(=O)O1.C[C@@H]1COC(=O)O1.C[C@@H]1COC(=O)O1.C[C@@H]1COC(=O)O1
Charge ... 0
HOMO level ... -8.56 eV
Maximum force ... 1.873 eV/A

In the Mulliken picture, each atom carries the following charge in e: atom 1 (C): -0.422, atom 2 (C): 0.427, atom 3 (Br): -0.114, atom 4 (C): 0.065, atom 5 (Br): -0.117, atom 6 (O): -0.344, atom 7 (P): 0.876, atom 8 (O): -0.681, atom 9 (O): -0.498, atom 10 (O): -0.022, atom 11 (C): -0.542, atom 12 (C): 0.265, atom 13 (F): -0.340, atom 14 (H): 0.404, atom 15 (H): -0.251, atom 16 (H): 0.127, atom 17 (H): 0.350, atom 18 (H): 0.411, atom 19 (H): 0.358, atom 20 (H): -0.029, atom 21 (H): 0.090, atom 22 (C): -1.360, atom 23 (C): 0.374, atom 24 (C): 0.019, atom 25 (O): -0.405, atom 26 (C): 0.611, atom 27 (O): -0.516, atom 28 (O): -0.309, atom 29 (H): 0.378, atom 30 (H): 0.387, atom 31 (H): 0.302, atom 32 (H): 0.201, atom 33 (H): 0.462, atom 34 (H): -0.263, atom 35 (C): -1.472, atom 36 (C): 0.483, atom 37 (C): -0.504, atom 38 (O): -0.293, atom 39 (C): 0.590, atom 40 (O): -0.405, atom 41 (O): -0.343, atom 42 (H): 0.355, atom 43 (H): 0.379, atom 44 (H): 0.360, atom 45 (H): 0.259, atom 46 (H): 0.306, atom 47 (H): 0.315, atom 48 (C): -1.495, atom 49 (C): 0.511, atom 50 (C): -0.467, atom 51 (O): -0.315, atom 52 (C): 0.713, atom 53 (O): -0.522, atom 54 (O): -0.349, atom 55 (H): 0.359, atom 56 (H): 0.380, atom 57 (H): 0.359, atom 58 (H): 0.288, atom 59 (H): 0.317, atom 60 (H): 0.315, atom 61 (C): -1.497, atom 62 (C): 0.587, atom 63 (C): -0.539, atom 64 (O): -0.169, atom 65 (C): 0.610, atom 66 (O): -0.528, atom 67 (O): -0.369, atom 68 (H): 0.364, atom 69 (H): 0.372, atom 70 (H): 0.362, atom 71 (H): 0.258, atom 72 (H): 0.264, atom 73 (H): 0.271

Short version: E_tot = -3443.5368; -271.7037; -7612.6260 Eh, in the order given.
Short version: orbital gap = 8.61; 9.59; 9.07 eV, in the order given.